## P
Here is 2 unconnected molecules or ions with the total composition C5H10 from OMol25. Energies are from wB97M-V/def2-TZVPD.

Geometry as ORCA input:
```
! RIJCOSX wB97M-V def2-TZVPD def2/J DEFGRID3
* xyz 0 1
C -3.042 1.004 -4.309
C -2.346 1.574 -3.264
C -1.875 3.006 -3.226
H -2.582 0.547 -5.186
H -4.128 1.047 -4.356
H -1.631 1.057 -2.610
H -2.417 3.832 -3.689
H -0.835 3.037 -3.552
H -1.811 3.295 -2.160
C 3.507 -3.665 5.218
C 3.309 -2.450 5.707
H 2.852 -4.503 5.030
H 4.430 -3.852 4.685
H 2.354 -2.074 6.046
H 4.214 -1.856 5.667
*
```

Properties
**HOMO-LUMO gap**: 0.2765 hartree
**SMILES**: C=CC.C=C

***

## Q
Here is 2 unconnected molecules or ions with the total composition C5H10 from OMol25. Energies are from wB97M-V/def2-TZVPD.

Geometry as ORCA input:
```
! RIJCOSX wB97M-V def2-TZVPD def2/J DEFGRID3
* xyz 0 1
C 0.189 -1.364 1.270
C -0.007 -0.109 1.664
C 0.768 1.078 1.170
H 0.954 -1.614 0.537
H -0.399 -2.188 1.666
H -0.780 0.096 2.407
H 1.390 1.498 1.971
H 0.095 1.876 0.833
H 1.415 0.809 0.330
C -0.139 -0.409 -2.232
C -1.071 0.386 -1.721
H 0.302 -0.228 -3.209
H 0.218 -1.281 -1.688
H -1.498 0.191 -0.740
H -1.438 1.259 -2.256
*
```

Properties
**HOMO-LUMO gap**: 0.4027 hartree
**SMILES**: C=CC.C=C

***

## R
Here is 2 unconnected molecules or ions with the total composition C5H10 from OMol25. Energies are from wB97M-V/def2-TZVPD.

Geometry as ORCA input:
```
! RIJCOSX wB97M-V def2-TZVPD def2/J DEFGRID3
* xyz 0 1
C -1.778 -1.143 -0.600
C 0.279 -0.595 1.331
C 1.483 -0.673 0.437
C 0.920 0.651 0.809
C 0.327 1.602 -0.210
H -1.055 -1.303 -1.405
H -2.308 -0.200 -0.748
H -2.487 -1.973 -0.570
H -1.271 -1.123 0.382
H 2.384 -1.096 0.876
H 1.299 -1.009 -0.583
H 1.378 1.162 1.660
H 1.101 2.281 -0.576
H -0.077 1.068 -1.074
H -0.480 2.204 0.221
*
```

Properties
**HOMO-LUMO gap**: 0.3171 hartree

***

## S
Here is a molecular structure, C5H10 from OMol25. Energies are from wB97M-V/def2-TZVPD.

Geometry as ORCA input:
```
! RIJCOSX wB97M-V def2-TZVPD def2/J DEFGRID3
* xyz 0 1
C 0.372 -0.466 1.769
C 0.378 0.220 0.436
C 0.446 -0.631 -0.822
C -0.372 0.459 -1.588
C -0.877 0.802 -0.283
H -0.516 -1.201 1.841
H 1.216 -1.139 1.992
H 0.208 0.171 2.701
H 1.371 0.811 0.242
H 1.470 -0.904 -1.195
H -0.062 -1.661 -0.764
H -1.022 0.203 -2.585
H 0.314 1.288 -1.816
H -1.774 0.241 0.043
H -1.153 1.806 0.028
*
```

Properties
**HOMO-LUMO gap**: 0.4270 hartree

***

Which is most stable, and by how much? Q, by 0.215 eV.

***

## P
Here is 8 unconnected molecules or ions with the total composition C16H48O8S8 from OMol25. Energies are from wB97M-V/def2-TZVPD.

Geometry as ORCA input:
```
! RIJCOSX wB97M-V def2-TZVPD def2/J DEFGRID3
* xyz 0 1
C 5.058 -0.915 2.937
S 5.497 0.158 1.603
O 4.954 -0.635 0.421
C 4.396 1.438 2.102
H 4.248 -1.535 2.637
H 4.953 -0.441 3.910
H 5.998 -1.598 3.102
H 3.283 1.117 2.227
H 4.534 2.181 1.335
H 4.723 1.765 3.108
C -3.199 -4.394 3.018
S -4.451 -3.690 1.920
O -5.353 -3.007 2.964
C -3.541 -2.392 1.137
H -3.553 -5.105 3.656
H -2.962 -3.483 3.460
H -2.384 -4.762 2.467
H -3.910 -2.102 0.144
H -2.595 -2.941 0.943
H -3.246 -1.615 1.784
C -1.674 1.947 2.008
S -0.053 2.835 1.746
O 1.180 1.879 1.830
C -0.381 3.206 0.003
H -1.754 1.610 3.087
H -1.857 1.173 1.308
H -2.516 2.574 1.802
H -0.883 4.092 -0.116
H -0.861 2.292 -0.435
H 0.522 3.484 -0.473
C 0.565 -2.905 3.449
S 0.048 -1.309 2.968
O -1.353 -1.142 3.481
C 1.032 -0.428 4.007
H 1.638 -2.920 3.460
H 0.051 -3.717 2.879
H 0.489 -3.049 4.584
H 0.873 -0.691 5.035
H 0.854 0.630 3.841
H 2.088 -0.597 3.892
C -1.978 2.367 -3.081
S -1.138 3.965 -3.288
O -0.412 3.900 -4.669
C -2.496 4.976 -3.750
H -2.284 2.108 -4.087
H -2.972 2.434 -2.662
H -1.351 1.614 -2.579
H -3.079 4.549 -4.464
H -2.117 5.941 -4.082
H -3.187 5.011 -2.826
C 1.970 -1.325 0.184
S 0.487 -1.904 -0.611
O -0.071 -2.922 0.249
C -0.536 -0.437 -0.437
H 1.867 -1.028 1.180
H 2.265 -0.492 -0.460
H 2.873 -1.906 0.090
H 0.094 0.448 -0.274
H -1.075 -0.632 0.432
H -1.134 -0.237 -1.316
C 1.654 1.503 -2.846
S 3.237 0.683 -3.149
O 3.848 1.300 -4.451
C 4.133 1.492 -1.738
H 1.109 1.276 -1.992
H 1.165 0.982 -3.699
H 1.639 2.497 -3.213
H 4.465 2.512 -2.036
H 5.084 1.003 -1.558
H 3.465 1.452 -0.839
C -3.392 -0.777 -3.434
S -2.024 -1.654 -4.010
O -0.855 -0.776 -3.474
C -2.147 -3.011 -2.781
H -4.232 -1.471 -3.457
H -3.492 -0.034 -4.153
H -3.392 -0.346 -2.377
H -1.236 -3.673 -2.757
H -2.924 -3.739 -3.082
H -2.288 -2.657 -1.736
*
```

Properties
**HOMO-LUMO gap**: 0.3109 hartree

***

## Q
Here is 8 unconnected molecules or ions with the total composition C16H48O8S8 from OMol25. Energies are from wB97M-V/def2-TZVPD.

Geometry as ORCA input:
```
! RIJCOSX wB97M-V def2-TZVPD def2/J DEFGRID3
* xyz 0 1
C -1.662 0.172 0.547
S -0.868 -1.127 -0.418
O -0.479 -0.489 -1.723
C 0.757 -1.228 0.463
H -1.332 0.020 1.576
H -2.736 -0.004 0.495
H -1.426 1.193 0.259
H 1.278 -0.278 0.489
H 1.316 -2.063 0.049
H 0.417 -1.583 1.443
C 2.792 -4.191 -5.117
S 1.206 -3.252 -4.975
O 0.234 -4.113 -5.770
C 0.642 -3.618 -3.265
H 2.999 -3.897 -6.144
H 2.666 -5.266 -5.018
H 3.533 -3.819 -4.412
H 1.331 -3.216 -2.518
H 0.643 -4.708 -3.209
H -0.355 -3.274 -3.003
C 4.561 1.019 -1.751
S 3.487 0.436 -3.093
O 3.276 -1.016 -2.705
C 1.898 1.199 -2.625
H 5.504 0.484 -1.776
H 4.032 0.815 -0.818
H 4.667 2.105 -1.787
H 1.192 0.559 -3.152
H 1.803 2.241 -2.926
H 1.675 1.083 -1.566
C -3.401 -3.227 -0.081
S -4.925 -4.239 -0.351
O -4.776 -5.509 0.393
C -5.984 -3.004 0.577
H -3.253 -3.200 1.003
H -3.605 -2.315 -0.636
H -2.435 -3.633 -0.380
H -5.685 -2.884 1.619
H -7.056 -3.209 0.628
H -5.918 -2.082 -0.003
C 5.258 -2.252 2.498
S 6.081 -2.686 0.903
O 6.920 -3.877 1.268
C 4.653 -3.152 -0.153
H 6.016 -1.692 3.038
H 4.908 -3.153 2.992
H 4.422 -1.573 2.311
H 4.908 -4.079 -0.666
H 4.570 -2.373 -0.909
H 3.759 -3.349 0.435
C -0.341 2.134 4.365
S 0.644 1.058 3.269
O 2.088 1.244 3.617
C 0.223 -0.447 4.234
H -1.332 1.887 3.980
H -0.091 3.128 4.004
H -0.167 1.895 5.407
H -0.818 -0.738 4.394
H 0.688 -0.320 5.213
H 0.696 -1.343 3.825
C -3.486 4.718 3.827
S -3.167 4.258 2.094
O -2.240 3.046 2.158
C -4.796 3.588 1.713
H -2.508 4.824 4.283
H -4.153 3.966 4.236
H -3.984 5.687 3.772
H -4.804 3.142 0.721
H -5.423 4.483 1.597
H -5.295 2.960 2.447
C -0.444 4.616 -3.366
S -0.387 5.788 -1.967
O -1.471 6.766 -2.402
C -1.235 4.640 -0.817
H 0.088 3.744 -2.980
H -0.030 5.018 -4.283
H -1.497 4.392 -3.523
H -2.221 4.668 -1.281
H -1.172 4.895 0.237
H -0.878 3.606 -0.810
*
```

Properties
**HOMO-LUMO gap**: 0.3039 hartree

***

## R
Here is 8 unconnected molecules or ions with the total composition C16H48O8S8 from OMol25. Energies are from wB97M-V/def2-TZVPD.

Geometry as ORCA input:
```
! RIJCOSX wB97M-V def2-TZVPD def2/J DEFGRID3
* xyz 0 1
C -4.121 3.186 -8.919
S -5.291 3.909 -7.689
O -4.334 4.576 -6.756
C -6.039 5.185 -8.731
H -4.579 2.622 -9.732
H -3.380 2.717 -8.271
H -3.676 4.073 -9.371
H -6.723 5.867 -8.227
H -6.528 4.732 -9.594
H -5.218 5.776 -9.137
C -2.485 -1.503 9.756
S -1.349 -2.922 9.476
O -2.320 -4.130 9.532
C -1.059 -2.392 7.733
H -1.986 -0.548 9.594
H -2.852 -1.583 10.779
H -3.337 -1.685 9.099
H -1.919 -1.912 7.266
H -0.576 -3.148 7.113
H -0.399 -1.532 7.849
C -8.022 -2.616 -6.635
S -9.150 -4.063 -6.845
O -8.288 -5.282 -6.476
C -10.392 -3.590 -5.501
H -7.655 -2.495 -5.616
H -8.614 -1.804 -7.057
H -7.069 -2.665 -7.163
H -11.075 -4.396 -5.235
H -11.015 -2.793 -5.908
H -9.886 -3.319 -4.575
C 2.728 2.126 -5.187
S 3.148 3.919 -4.640
O 4.655 3.925 -4.814
C 2.586 4.734 -6.203
H 3.594 1.825 -5.776
H 1.833 2.030 -5.801
H 2.570 1.492 -4.314
H 1.510 4.755 -6.375
H 3.101 4.249 -7.032
H 2.892 5.780 -6.174
C 2.087 3.714 9.356
S 3.474 3.638 8.048
O 3.297 2.269 7.415
C 2.692 4.840 6.850
H 2.030 4.728 9.752
H 2.285 2.988 10.145
H 1.162 3.537 8.808
H 3.085 4.540 5.878
H 2.935 5.884 7.045
H 1.621 4.670 6.743
C 8.245 -0.799 4.081
S 8.332 1.035 3.619
O 9.723 1.137 2.881
C 7.014 1.010 2.257
H 8.696 -0.904 5.068
H 8.687 -1.433 3.313
H 7.252 -1.179 4.318
H 5.990 1.290 2.505
H 6.938 0.035 1.776
H 7.347 1.672 1.457
C -2.117 1.548 -0.923
S -1.150 0.587 0.401
O 0.118 -0.074 -0.177
C -0.642 2.041 1.514
H -2.588 0.830 -1.593
H -1.497 2.250 -1.481
H -2.903 2.208 -0.556
H 0.116 2.728 1.139
H -0.149 1.663 2.409
H -1.555 2.519 1.872
C 4.814 -9.373 0.139
S 4.614 -7.691 0.954
O 5.639 -6.729 0.310
C 2.907 -7.370 0.225
H 4.098 -10.039 0.622
H 5.826 -9.773 0.206
H 4.579 -9.170 -0.906
H 3.038 -7.465 -0.852
H 2.522 -6.368 0.413
H 2.153 -8.093 0.534
*
```

Properties
**HOMO-LUMO gap**: 0.3279 hartree

***

Which is most stable, and by how much? Q, by 1.783 eV.

***

## P
Here is 2 unconnected molecules or ions with the total composition CHBrN2 from OMol25. Energies are from wB97M-V/def2-TZVPD.

Geometry as ORCA input:
```
! RIJCOSX wB97M-V def2-TZVPD def2/J DEFGRID3
* xyz 0 1
C -1.390 -1.021 -0.147
N 1.985 1.006 0.088
N 2.360 0.290 0.833
Br -1.960 0.642 0.425
H -0.995 -0.917 -1.200
*
```

Properties
**HOMO-LUMO gap**: 0.2938 hartree

***

## Q
Here is 2 unconnected molecules or ions with the total composition CHBrN2 from OMol25. Energies are from wB97M-V/def2-TZVPD.

Geometry as ORCA input:
```
! RIJCOSX wB97M-V def2-TZVPD def2/J DEFGRID3
* xyz 0 1
C -0.638 -1.783 0.064
N -0.435 -2.893 -0.140
N -0.869 -0.545 0.478
Br -2.620 0.223 -0.045
H -0.178 0.629 0.039
*
```

Properties
**HOMO-LUMO gap**: 0.3262 hartree

***

## R
Here is a molecular structure, CHBrN2 from OMol25. Energies are from wB97M-V/def2-TZVPD.

Geometry as ORCA input:
```
! RIJCOSX wB97M-V def2-TZVPD def2/J DEFGRID3
* xyz 0 1
C 0.636 0.401 0.302
N 0.231 1.791 0.590
N 0.162 1.932 -0.603
Br 2.411 -0.069 -0.015
H -0.112 -0.301 -0.024
*
```

Properties
**HOMO-LUMO gap**: 0.3391 hartree

***

Which is most stable, and by how much? P, by 0.552 eV.